# 1
Computed, not measured: one molecule with the formula C6H11N in a non-equilibrium geometry, with ωB97M-V/def2-TZVPD.

Properties
F_max: 3.64 eV Å⁻¹
Net charge: 0
LUMO energy: 0.937 eV

Element x y z (Å)
C -2.346 -0.294 -0.527
C -1.214 0.714 -0.331
C 0.182 0.121 -0.695
C 1.025 -0.422 0.518
C 2.533 -0.312 0.306
C 0.492 0.311 1.672
N -0.430 0.926 2.025
H -3.239 0.074 -0.017
H -2.610 -0.464 -1.579
H -2.101 -1.275 -0.094
H -1.366 1.618 -0.917
H -1.340 1.192 0.803
H 0.102 -0.727 -1.401
H 0.803 0.867 -1.212
H 0.768 -1.471 0.708
H 2.841 -0.944 -0.534
H 2.821 0.719 0.079
H 3.079 -0.634 1.197

***

# 2
Computed, not measured: one molecule with the formula C6H11N in a non-equilibrium geometry, with ωB97M-V/def2-TZVPD.

Properties
F_max: 4.05 eV Å⁻¹
Net charge: 0
LUMO energy: 0.812 eV

Element x y z (Å)
C 2.432 1.312 0.950
C 1.704 0.169 0.822
C 0.254 0.232 0.554
N -0.424 1.068 1.412
C -0.140 -0.394 -0.605
C -1.550 -0.940 -0.719
C -1.722 -1.340 -2.187
H 3.518 1.269 0.837
H 2.045 2.207 1.422
H 2.298 -0.593 0.336
H -1.364 1.137 1.769
H 0.172 1.105 2.236
H 0.587 -0.485 -1.397
H -2.278 -0.196 -0.350
H -1.644 -1.747 0.039
H -2.723 -1.788 -2.374
H -1.046 -2.130 -2.494
H -1.871 -0.501 -2.869

***

# 3
Computed, not measured: one molecule with the formula C6H11N in a non-equilibrium geometry, with ωB97M-V/def2-TZVPD.

Properties
F_max: 1.93 eV Å⁻¹
Net charge: 0
LUMO energy: 1.130 eV

Element x y z (Å)
C 2.523 0.531 2.136
C 1.188 0.049 1.712
C 0.619 0.037 0.479
C -0.437 -0.998 0.181
C -1.468 -0.735 -0.886
C -1.386 0.178 -1.854
N -2.461 0.552 -2.710
H 3.027 -0.313 2.621
H 3.181 0.909 1.348
H 2.402 1.358 2.850
H 0.477 -0.238 2.488
H 0.788 0.841 -0.216
H -0.046 -1.998 -0.022
H -1.008 -0.908 1.130
H -2.336 -1.381 -0.757
H -0.379 0.604 -1.917
H -2.440 0.012 -3.572
H -2.246 1.500 -3.011

***

# 4
Computed, not measured: one molecule with the formula C6H11N in a non-equilibrium geometry, with ωB97M-V/def2-TZVPD.

Properties
F_max: 2.17 eV Å⁻¹
Net charge: 0
LUMO energy: 1.025 eV

Element x y z (Å)
C 1.078 -2.915 0.432
C 0.082 -1.794 0.365
C 0.281 -0.456 0.284
N 1.410 0.200 0.744
C -0.718 0.433 -0.368
C -0.844 1.755 -0.246
C -1.513 2.611 -1.293
H 1.877 -2.686 1.150
H 0.554 -3.737 0.914
H 1.532 -3.170 -0.511
H -0.966 -1.977 0.576
H 1.366 1.197 0.892
H 1.906 -0.298 1.463
H -1.258 -0.112 -1.140
H -0.529 2.168 0.713
H -2.587 2.706 -1.165
H -1.018 3.580 -1.347
H -1.237 2.143 -2.240

***

# 5
Computed, not measured: one molecule with the formula C6H11N, with ωB97M-V/def2-TZVPD.

Properties
F_max: 0.63 eV Å⁻¹
Net charge: 0
LUMO energy: 1.003 eV

Element x y z (Å)
C 2.021 0.999 -0.515
C 0.579 0.880 -0.995
C -0.125 0.190 0.195
C -1.350 -0.623 -0.221
C -2.195 -1.116 0.948
C 0.947 -0.609 0.932
N 2.069 -0.094 0.482
H 2.773 0.848 -1.296
H 2.968 -0.391 0.843
H 2.223 1.961 -0.025
H 0.143 1.844 -1.273
H 0.527 0.222 -1.872
H -0.441 0.948 0.934
H -1.967 -0.003 -0.887
H -1.009 -1.478 -0.820
H -2.594 -0.273 1.525
H -3.044 -1.707 0.588
H -1.598 -1.734 1.625

***

# 6
Computed, not measured: a 2-piece molecular cluster, C6H11N overall in a non-equilibrium geometry, with ωB97M-V/def2-TZVPD.

Properties
F_max: 2.32 eV Å⁻¹
Net charge: 0
LUMO energy (alpha / beta): 0.630 / 0.629 eV

Element x y z (Å)
C 0.676 -1.123 -0.700
C 1.263 -1.280 0.671
C 0.706 1.068 -0.984
C 1.367 1.980 -0.211
H 1.394 -1.258 -1.508
H -0.193 -1.751 -0.902
H 0.904 0.953 -2.042
H 1.971 -0.465 0.871
H 0.489 -1.256 1.442
H 1.809 -2.220 0.796
H 1.076 2.170 0.811
H 2.240 2.470 -0.612
C -2.674 -0.024 0.618
C -1.589 0.713 -0.029
N -0.557 0.612 -0.607
H -3.600 0.104 0.053
H -2.448 -1.094 0.720
H -2.833 0.402 1.612

***

# 7
Computed, not measured: one molecule with the formula C6H11N in a non-equilibrium geometry, with ωB97M-V/def2-TZVPD.

Properties
F_max: 1.12 eV Å⁻¹
Net charge: 0
LUMO energy: 0.923 eV

Element x y z (Å)
C 2.496 -0.076 0.934
C 1.006 -0.404 0.903
C 0.269 0.261 -0.260
C -1.260 0.129 -0.158
C -1.995 0.761 -1.347
C -1.643 -1.286 -0.016
N -1.926 -2.403 0.094
H 2.985 -0.566 1.783
H 2.999 -0.410 0.020
H 2.660 1.003 1.032
H 0.864 -1.491 0.842
H 0.543 -0.088 1.848
H 0.505 1.333 -0.292
H 0.607 -0.165 -1.215
H -1.583 0.630 0.765
H -1.719 1.817 -1.432
H -1.728 0.257 -2.281
H -3.079 0.696 -1.219